[1]
The molecule C7H6INS in a non-equilibrium geometry, computed with ωB97M-V/def2-TZVPD.

Structure (XYZ):
```
16
Properties=species:S:1:pos:R:3:forces:R:3:nbo_charge:R:1
H -0.25343 2.27738 -1.33229 0.0 0.0 -0.1 0.229
C -1.71644 -2.15675 0.16610 -0.2 1.0 0.2 -0.112
C 0.25754 -1.17674 -0.09413 3.9 7.2 1.1 -0.041
C 0.23789 2.53967 -0.39918 0.0 0.1 0.0 -0.599
C 0.23814 1.34432 0.55286 -0.6 0.1 0.2 -0.461
N -0.80679 -3.09848 -0.25160 0.7 -0.7 -0.4 -0.353
H -0.29755 3.36454 0.06167 -0.1 0.1 0.0 0.225
I 3.17480 0.39399 0.01057 -0.4 0.1 -0.1 0.311
H 1.23230 -3.08487 -0.74235 0.1 -0.1 0.0 0.209
C 0.36946 -2.53425 -0.41875 0.0 -0.9 -0.1 -0.087
S -1.49527 0.69277 0.73822 0.3 0.0 -0.1 0.325
C -1.11180 -0.93571 0.26529 -0.3 0.1 0.2 -0.279
H -2.73023 -2.44300 0.36879 -0.2 0.0 0.0 0.208
H 0.50808 1.69178 1.55813 0.2 -0.1 -0.1 0.263
H 1.25752 2.85752 -0.60883 0.1 0.1 0.0 0.217
C 1.13579 0.26781 0.12552 -3.5 -6.8 -0.9 -0.055
```
Positions in Å, forces in eV/Å.

Computed properties:
Net charge: 0
ΔE to the lowest compared entry with this formula, charge and spin in kcal/mol: 38.46
HOMO (alpha / beta) in eV: -7.9 / -7.8
HOMO-LUMO gap (alpha / beta) in eV: 6.45 / 6.09
DFT total energy in eV: -27778.7878
Structure (SMILES): C[C@H]1SC2=CN=CC2=C1I

=====

[2]
A cluster of 2 separate species, C5H9NO3 in total in a non-equilibrium geometry, computed with ωB97M-V/def2-TZVPD.

Structure (XYZ):
```
18
Properties=species:S:1:pos:R:3:forces:R:3:nbo_charge:R:1
C -2.09265 1.00730 -0.36954 0.0 -0.7 -0.3 -0.662
C -1.03757 0.79836 0.67049 1.5 1.8 -0.1 -0.150
H -2.87722 0.25098 -0.29916 -0.1 0.0 -0.1 0.213
H -1.66772 0.96682 -1.37412 0.0 0.1 0.0 0.222
H 0.82312 1.59122 1.29414 0.3 -0.8 0.1 0.246
H 3.37767 -0.16609 0.95538 -0.2 0.1 0.1 0.490
O 1.76368 -1.68353 -1.78084 -0.3 -0.5 0.2 -0.562
O 1.36146 -1.13035 1.57010 -0.1 1.0 0.3 -0.632
O 2.75957 0.01033 0.22799 0.0 0.7 0.0 -0.696
N -0.27971 -1.68749 -0.68388 -1.8 0.1 0.9 -0.821
C 1.55752 -0.50868 0.54249 1.0 -4.5 -1.5 0.642
H -1.37807 0.66830 1.69206 0.0 -0.2 0.1 0.209
H -0.87419 -2.11843 -1.37369 0.1 -0.1 0.0 0.407
C 0.98989 -1.46405 -0.89582 1.3 3.2 1.2 0.668
H 0.58444 1.50434 -0.50245 0.0 -0.3 -0.1 0.223
H -0.72572 -1.14443 0.10515 0.8 -1.1 -1.2 0.425
H -2.57667 1.98311 -0.24968 0.1 -0.1 0.1 0.240
C 0.29218 1.12230 0.47135 -2.7 1.5 0.1 -0.461
```
Positions in Å, forces in eV/Å.

Computed properties:
Net charge: 0
ΔE to the lowest compared entry with this formula, charge and spin in kcal/mol: 83.68
HOMO (alpha / beta) in eV: -8.6 / -8.6
HOMO-LUMO gap (alpha / beta) in eV: 8.00 / 8.00
DFT total energy in eV: -12961.0773
Structure (SMILES): NC(=O)C(=O)O.C=CC

=====

[3]
A structure of composition C35H48MnO2P3Sb in a non-equilibrium geometry, computed with ωB97M-V/def2-TZVPD.

Structure (XYZ):
```
90
Properties=species:S:1:pos:R:3:forces:R:3:mulliken_spin:R:1
H -4.25948 -2.49744 0.07267 0.2 0.2 0.0 0.001
C -0.78059 2.11327 3.10573 0.0 0.4 -0.1 0.015
C -1.41325 -0.70284 -2.34669 -2.2 1.4 2.1 0.043
Mn 0.15597 -0.57225 -3.63225 0.6 -1.3 7.2 0.923
C -1.31151 -2.43428 4.35455 0.0 -0.7 0.1 0.020
H -0.96649 6.37820 -2.11683 0.0 -0.5 0.1 0.031
H -3.12152 -0.01028 2.75909 0.0 -0.3 0.2 0.004
H -2.65031 -2.18802 0.77114 -0.2 0.1 -0.3 -0.001
C -2.87315 -0.81526 3.45520 -0.9 -0.2 0.1 0.007
C -0.61884 -1.41988 -5.27531 -0.4 0.0 -1.0 0.008
H -3.45553 3.77007 -1.31573 0.0 0.2 -0.3 -0.004
C -4.02377 -2.28688 -2.81370 -0.3 0.0 0.0 0.000
O 1.01823 1.13821 -1.56757 0.2 -1.2 -1.1 0.076
H -2.37318 -4.46651 -1.57262 0.5 0.0 -0.1 0.000
H 1.37533 1.88802 -4.56252 0.0 -0.3 0.3 0.003
C 1.82730 3.00926 3.58205 -0.2 -0.3 0.0 -0.004
H -1.11433 1.89153 -4.32105 0.2 -0.7 0.0 -0.033
C 3.72644 -3.22459 3.97240 -0.2 0.2 -0.1 0.005
C 3.20528 -2.12166 4.66075 -0.2 -0.1 -0.3 0.005
C -0.35921 5.51630 -2.42883 1.2 -1.1 -1.0 0.070
H -3.66739 -2.44108 -3.83852 0.0 0.0 0.2 0.000
C 1.43813 0.15289 -2.18773 0.3 1.8 2.3 -0.084
P -2.67558 -2.12666 -1.64507 1.4 0.0 -1.4 -0.001
H 5.39820 0.37963 -2.46880 -0.2 0.1 0.0 0.000
O -1.82744 0.35069 -1.85767 1.0 -1.0 -1.0 0.059
C -1.68915 -3.61428 -1.70946 -0.3 -0.5 0.2 0.004
C -2.29317 -2.87738 5.25316 0.3 0.2 0.0 -0.006
P 3.28956 -0.18288 -1.50943 -1.0 -0.6 -1.1 -0.004
C -1.30517 -0.21481 -4.95585 -0.4 0.8 -1.3 0.015
C -0.94896 4.09525 -0.02193 0.8 -1.6 0.0 0.069
C 3.52950 0.08873 0.23840 -0.1 0.2 0.4 0.003
H -1.54897 3.29174 0.42863 0.2 0.3 0.1 0.001
H -1.80347 1.77797 2.92975 0.3 0.1 0.1 0.010
C -3.85526 -1.26380 4.35164 0.4 0.3 -0.3 0.012
C -2.87431 4.34669 -2.04615 -0.2 -1.6 -0.8 0.064
H -4.67036 -1.40082 -2.76977 0.1 -0.2 -0.1 0.000
C -0.59032 0.97339 -4.61603 -0.6 0.1 -2.2 0.101
C 2.09755 -2.88268 2.20178 0.3 0.0 0.2 0.023
H -1.41721 4.05027 3.82378 0.3 -0.3 0.0 0.001
C 0.30703 1.27194 2.83460 -0.4 -0.1 -0.4 0.123
H -2.05491 -3.68171 5.95565 -0.1 0.3 -0.3 0.002
H 0.66408 5.59273 -2.03193 -0.3 0.1 -0.2 -0.005
H 3.63288 -1.81376 5.61604 -0.2 -0.1 -0.3 0.001
C -3.35407 -1.87866 -0.01369 -0.1 0.3 0.4 0.030
C 3.16542 -3.60736 2.74838 -0.1 0.1 -0.1 0.009
C 0.74167 3.85186 3.85635 0.1 -0.2 -0.1 0.043
H 2.71301 -2.50674 -1.60197 0.2 0.1 -0.1 0.000
H 1.34022 -2.34986 -5.59945 -0.3 0.5 0.4 -0.002
H 4.47322 -2.24220 -1.44367 -0.2 -0.1 -0.3 0.001
H 0.90976 4.85465 4.25881 0.0 -0.4 -0.2 0.001
H 2.47055 1.07320 2.87473 -0.3 0.2 0.1 0.004
H 3.55816 -4.47497 2.21211 -0.1 0.3 0.2 0.000
C 1.50970 -0.23283 -5.06528 0.5 -0.1 -2.3 0.054
H 2.99387 -0.64420 0.85790 0.1 0.2 -0.2 0.011
H -4.61493 -3.16298 -2.50850 0.1 0.2 -0.2 0.001
H -4.33380 -2.65270 5.94331 0.2 0.1 -0.3 0.002
H -1.17049 -2.34108 -5.49248 0.2 0.4 0.2 0.002
C 1.58614 -1.77251 2.89097 -0.2 -0.3 -0.8 0.089
C 4.42049 0.87701 -2.40680 0.3 0.2 0.0 0.000
C 3.55733 -1.89382 -1.94566 0.5 -0.3 0.2 -0.001
H -1.29354 5.07483 0.34124 0.0 -0.1 -0.5 0.033
H 3.22294 1.11207 0.50457 0.0 -0.3 -0.1 0.002
H 4.55489 1.81248 -1.84842 -0.1 -0.2 -0.2 0.000
H 2.59801 -0.25062 -5.12848 -0.3 0.1 0.1 -0.007
H -0.95552 -3.60128 -0.89370 -0.1 -0.1 -0.2 -0.003
C 0.82187 0.97050 -4.75237 0.0 0.1 -0.5 -0.039
C -3.56705 -2.30003 5.25054 0.2 0.1 -0.2 0.079
H 4.60626 -0.01078 0.44674 -0.2 0.0 -0.1 -0.001
H 0.10161 3.93919 0.25583 -0.3 0.1 0.2 0.003
C 2.12313 -1.40486 4.12592 0.2 0.2 0.3 0.004
Sb -0.10364 -0.71297 2.01096 0.7 0.3 3.2 0.271
H -2.38707 -0.22161 -4.90060 0.1 0.0 0.0 -0.004
C 0.79819 -1.42943 -5.33464 0.7 0.5 -1.5 -0.020
H 4.56461 -3.78490 4.39150 -0.3 0.2 -0.1 0.000
C -1.60372 -1.40156 3.45694 0.0 0.3 -0.5 0.197
H 1.71694 -0.56139 4.68982 0.1 -0.3 -0.2 0.002
H -4.84277 -0.80056 4.34329 0.3 -0.1 0.1 0.002
H 3.66961 -1.98109 -3.03622 0.0 -0.1 0.3 0.001
H -1.17619 -3.69408 -2.67970 -0.2 0.0 0.3 0.003
H 4.06744 1.10401 -3.41961 0.1 -0.1 0.2 0.000
H -3.63131 -0.82554 0.13410 0.1 -0.3 -0.1 -0.003
H 2.84914 3.34932 3.76914 -0.4 -0.1 0.0 0.001
H -3.03244 5.42753 -1.91459 0.3 -0.3 0.0 0.030
P -1.09220 3.92699 -1.83995 -1.6 3.8 1.8 0.641
C -0.56027 3.40080 3.61626 -0.1 -0.3 -0.1 -0.007
C 1.60888 1.72016 3.07024 0.4 0.3 -0.2 0.009
H -0.32415 -2.89909 4.36420 -0.3 0.0 0.0 0.006
H -0.31363 5.46181 -3.53006 0.1 0.4 0.4 -0.001
H 1.66180 -3.19555 1.24967 0.1 0.0 0.2 0.001
H -3.17078 4.04180 -3.06323 -0.3 0.3 0.4 0.000
```
Positions in Å, forces in eV/Å.

Computed properties:
Net charge: +4
HOMO (alpha / beta) in eV: -18.3 / -18.1
HOMO-LUMO gap (alpha / beta) in eV: 7.29 / 4.66
DFT total energy in eV: -106848.2376
Spin multiplicity: 4

=====

[4]
The molecule C21H28N4O6S in a non-equilibrium geometry, computed with ωB97M-V/def2-TZVPD.

Structure (XYZ):
```
60
Properties=species:S:1:pos:R:3:forces:R:3:nbo_charge:R:1
C 4.39108 -0.56960 0.35678 -0.1 -0.1 0.0 0.261
C -4.22524 0.99664 0.78607 0.2 0.2 0.5 -0.223
H -5.10250 2.85437 -1.33119 -0.1 0.0 -0.1 0.193
C -0.16895 -4.38492 -1.16197 0.3 -0.2 0.1 -0.289
O 4.23318 1.85185 0.66097 -0.3 -0.6 0.3 -0.521
C -2.28812 -0.41280 0.18824 0.1 -0.1 0.3 0.683
H 0.11181 -2.30353 -1.24162 0.1 0.0 0.1 0.427
H -5.04961 3.91357 0.75530 0.0 0.1 0.1 0.205
H 5.60636 1.79348 -0.89971 0.0 0.0 0.0 0.177
O -1.51539 -3.30045 0.55066 0.0 -0.3 0.1 -0.416
C -2.82890 -3.28357 0.84978 -0.1 -0.3 -0.2 0.267
C -3.03367 2.37627 -1.62176 -0.3 -0.1 -0.1 -0.416
C 1.87175 2.97479 0.02224 0.0 0.4 0.0 -0.238
H -5.17647 1.14495 0.27130 0.0 -0.1 0.0 0.210
H -3.34928 4.33876 0.63834 -0.1 0.1 0.0 0.206
H -4.06047 2.50711 2.31835 0.1 0.0 0.1 0.216
H 0.59911 -0.59735 -0.32703 -0.1 0.0 0.0 0.252
N -2.62508 -4.70668 -0.70212 1.2 -0.6 -0.9 -0.289
H 5.56057 3.25242 0.12327 0.0 0.0 -0.1 0.184
H -2.64961 0.30601 -2.09604 -0.2 0.1 0.1 0.249
H -4.37219 0.69898 -1.90750 0.0 0.0 0.0 0.192
S -3.39088 -2.14211 2.02409 0.1 0.2 0.3 0.292
C -4.13337 3.28488 -1.06918 0.2 0.1 0.1 -0.406
C -3.36779 0.88641 -1.51403 0.3 0.0 -0.4 -0.219
H 0.96899 3.57590 -0.09385 0.1 0.0 0.0 0.181
H 0.43058 -5.17533 -0.69116 -0.2 0.1 -0.2 0.267
H -4.40970 0.30599 1.60956 -0.1 0.1 -0.1 0.217
C -3.68822 2.33685 1.30682 -0.2 0.0 0.0 -0.420
H -2.08532 2.57275 -1.11982 0.1 0.0 0.0 0.207
O -1.49836 -0.85852 -0.63350 0.2 0.0 -0.2 -0.677
C -4.07122 3.54374 0.44134 0.0 -0.1 -0.1 -0.396
H 7.49099 -1.35510 0.95603 -0.1 -0.1 0.0 0.198
H -4.07743 4.25404 -1.56913 -0.1 0.0 0.0 0.216
H 2.51175 3.11738 -0.85198 0.0 0.0 0.0 0.174
C 5.50350 2.16296 0.12347 0.4 0.2 -0.1 -0.242
H -2.89772 2.59700 -2.68207 0.1 0.0 0.0 0.218
H -1.16559 -1.22855 1.81975 -0.1 0.2 -0.1 0.265
C 2.38865 -1.80759 -0.18036 0.3 0.5 0.3 -0.124
O 1.41452 1.64388 0.12034 0.1 -0.3 0.1 -0.517
C -2.16313 -0.82392 1.64874 -0.1 -0.4 -0.1 -0.613
H 6.50120 -2.15359 -0.29168 0.0 0.0 0.0 0.180
C -1.46143 -4.20069 -0.45455 -0.5 -0.2 -0.1 0.459
H 6.30997 1.75556 0.73521 -0.1 0.1 -0.1 0.194
H 4.28665 -2.70384 0.08694 0.1 -0.1 0.0 0.244
H -2.60026 2.26279 1.36913 0.0 0.0 0.1 0.204
N 0.60488 -3.16948 -1.07521 -0.2 0.1 -0.2 -0.608
O 5.72135 -0.48090 0.66045 -0.4 0.3 0.0 -0.506
C 1.78897 -3.15145 -0.41203 -0.1 -0.1 -0.2 0.672
N -3.50743 -4.12166 0.13525 -0.8 0.9 1.0 -0.289
H 6.10610 -2.36707 1.43714 0.0 0.0 0.0 0.184
O 2.34436 -4.17787 -0.06049 0.2 -0.1 0.1 -0.632
C 2.28300 0.58963 0.10568 0.2 -0.1 0.0 0.338
C 1.66251 -0.63117 -0.15715 0.1 -0.1 0.0 -0.280
H -0.37430 -4.66635 -2.19957 0.0 0.0 0.2 0.230
H 2.40824 3.28831 0.91941 -0.1 0.0 -0.1 0.191
C 3.75500 -1.76707 0.08338 0.1 -0.1 0.0 -0.276
C 6.48205 -1.66521 0.68728 0.1 -0.2 0.0 -0.250
H -2.35869 -0.01600 2.34767 0.0 0.0 0.1 0.244
C 3.66166 0.63906 0.35791 0.0 0.2 -0.1 0.176
N -3.30252 0.39606 -0.15224 -0.3 0.0 -0.3 -0.425
```
Positions in Å, forces in eV/Å.

Computed properties:
Net charge: 0
ΔE to the lowest compared entry with this formula, charge and spin in kcal/mol: 16.40
HOMO in eV: -8.3
HOMO-LUMO gap in eV: 8.78
DFT total energy in eV: -51310.8718
Structure (SMILES): COc1cc(C(=O)NCc2nnc(SCC(=O)N3CCCCCC3)o2)cc(OC)c1OC

=====

Number 1: M 263.10 g mol⁻¹. Number 2: M 131.13 g mol⁻¹. Number 3: M 770.39 g mol⁻¹. Number 4: M 464.54 g mol⁻¹.